Entry 1:
A molecular structure, CH3O4P in a non-equilibrium geometry, computed with wB97M-V/def2-TZVPD.

Summary:
- total charge = 0
- E_HOMO (eV) = -10.49
- Kohn-Sham gap (Ha) = 0.391
- ΔE to the lowest compared entry with this formula, charge and spin (kcal per mole) = 143.0

XYZ file:
```
9
Properties=species:S:1:pos:R:3:forces:R:3
C 0.5574 0.3702 -1.0494 2.469 1.261 2.564
O 1.0139 0.5053 1.8115 -1.480 -0.169 -2.619
O -1.6609 -1.2172 0.7591 -1.487 0.635 -0.069
O -1.5223 0.2453 0.8395 1.133 -0.269 -0.310
O -0.3028 -1.5527 0.7051 1.580 1.093 -0.057
P 0.1437 0.1036 0.6601 0.644 -1.938 3.512
H 1.6513 0.0979 -1.2222 -1.949 -0.201 -0.343
H -0.3405 0.0162 -1.4129 -1.159 -1.573 -2.190
H 0.4603 1.4314 -1.0907 0.249 1.161 -0.488
```
Positions in Å, forces in eV/Å.

Löwdin population analysis, charges in e, atoms 1 to 4: atom 1 (C): -0.114, atom 2 (O): -0.269, atom 3 (O): -0.094, atom 4 (O): -0.158


Entry 2:
2 unconnected molecules or ions with the total composition CH3O4S in a non-equilibrium geometry, computed with wB97M-V/def2-TZVPD.

Summary:
- total charge = -1
- E_HOMO (eV) = -4.53
- Kohn-Sham gap (Ha) = 0.310
- ΔE to the lowest compared entry with this formula, charge and spin (kcal per mole) = 40.9

XYZ file:
```
9
Properties=species:S:1:pos:R:3:forces:R:3
C -1.8311 0.3285 -0.0512 -2.882 -1.713 -1.982
O 2.3757 -0.3758 1.6171 -0.365 -0.619 -0.006
O 2.1640 -0.6747 -0.9921 2.789 1.366 2.430
O -2.3095 -0.7461 -0.4795 1.427 2.344 0.656
O 0.1985 0.1766 0.3914 3.128 -0.210 0.603
S 1.7524 0.3045 0.4930 -1.920 0.421 -1.896
H -1.9164 0.6272 0.9470 0.250 -0.242 2.135
H -1.7684 1.2623 -0.6333 0.678 -0.468 -0.880
H 1.3347 -0.9025 -1.2924 -3.105 -0.878 -1.060
```
Positions in Å, forces in eV/Å.

Löwdin population analysis, charges in e, atoms 1 to 4: atom 1 (C): -0.252, atom 2 (O): -0.516, atom 3 (O): -0.351, atom 4 (O): -0.097


Entry 3:
2 unconnected molecules or ions with the total composition CH3O4S in a non-equilibrium geometry, computed with wB97M-V/def2-TZVPD.

Summary:
- total charge = -1
- E_HOMO (spin up / spin down) (eV) = -4.30 / -2.69
- Kohn-Sham gap (spin up / spin down) (Ha) = 0.285 / 0.190
- ΔE to the lowest compared entry with this formula, charge and spin (kcal per mole) = 169.1

XYZ file:
```
9
Properties=species:S:1:pos:R:3:forces:R:3
C -1.3231 0.1172 0.9509 0.067 -0.354 0.047
O -1.6136 1.5320 -1.3804 -0.463 -0.949 -1.415
O -0.8533 2.7944 0.4870 0.287 -0.068 0.897
O 0.2529 -2.9223 0.1875 -0.748 0.050 0.544
O -0.2982 -2.4181 1.3898 0.373 0.187 -1.014
S -1.6601 1.6506 0.0578 0.489 -0.380 1.800
H -0.8382 -0.0098 1.9509 -0.512 0.978 -0.849
H -2.1728 -0.5685 0.8474 0.338 0.293 -0.299
H 1.1597 -3.1591 0.4081 0.169 0.244 0.290
```
Positions in Å, forces in eV/Å.

Löwdin population analysis, charges in e, atoms 1 to 4: atom 1 (C): -0.193, atom 2 (O): -0.479, atom 3 (O): -0.499, atom 4 (O): -0.177


Entry 4:
2 unconnected molecules or ions with the total composition CH3O4S3 in a non-equilibrium geometry, computed with wB97M-V/def2-TZVPD.

Summary:
- total charge = -1
- E_HOMO (eV) = -5.13
- Kohn-Sham gap (Ha) = 0.299
- ΔE to the lowest compared entry with this formula, charge and spin (kcal per mole) = 0.0

XYZ file:
```
11
Properties=species:S:1:pos:R:3:forces:R:3
C 1.3867 -0.1219 -0.3980 -0.445 -0.542 -1.984
O -2.7033 -0.7326 0.6724 -0.226 0.040 -0.486
O -1.4493 -0.2529 -1.4023 -0.196 -0.088 -2.560
O -1.7080 1.4403 0.3326 2.046 -1.448 -0.282
O -0.3230 -0.7087 0.6175 0.415 0.172 0.499
S 2.3624 -1.4508 0.1109 0.147 -0.884 -1.105
S 1.5067 1.4030 0.0896 0.780 2.016 0.859
S -1.5521 -0.1813 0.0029 -1.921 0.052 2.535
H 0.9559 -0.2553 -1.3709 -0.507 -0.451 -0.287
H 2.2720 -0.7966 1.1980 0.741 0.342 2.587
H -0.7480 1.6569 0.1474 -0.833 0.791 0.224
```
Positions in Å, forces in eV/Å.

Löwdin population analysis, charges in e, atoms 1 to 4: atom 1 (C): -1.183, atom 2 (O): -0.328, atom 3 (O): -0.315, atom 4 (O): -0.236


Entry 5:
2 unconnected molecules or ions with the total composition CH3O4Si in a non-equilibrium geometry, computed with wB97M-V/def2-TZVPD.

Summary:
- total charge = -1
- E_HOMO (eV) = -4.74
- Kohn-Sham gap (Ha) = 0.312
- ΔE to the lowest compared entry with this formula, charge and spin (kcal per mole) = 73.0

XYZ file:
```
9
Properties=species:S:1:pos:R:3:forces:R:3
C 0.8956 -1.5425 1.9536 1.185 1.246 0.360
O 1.7727 -0.7248 2.3848 -1.002 0.021 -0.611
O 0.7655 -2.7200 2.2217 -0.646 -0.983 -0.130
O -0.0627 1.0301 1.1305 -0.310 -0.311 -0.575
O 0.7269 -1.1747 -1.5497 -6.006 4.191 0.113
Si -0.2283 -0.5462 0.6835 4.021 -0.399 -1.076
H 0.7532 1.0634 1.6577 0.110 -0.170 0.187
H 1.3910 -1.6133 -1.1955 5.137 -3.355 2.505
H -1.3826 -0.8320 0.0158 -2.490 -0.240 -0.773
```
Positions in Å, forces in eV/Å.

Löwdin population analysis, charges in e, atoms 1 to 4: atom 1 (C): -0.806, atom 2 (O): -0.136, atom 3 (O): -0.063, atom 4 (O): -0.222


Entry 6:
CH3OP in the gas phase in a non-equilibrium geometry, computed with wB97M-V/def2-TZVPD.

Summary:
- total charge = 0
- E_HOMO (eV) = -8.41
- Kohn-Sham gap (Ha) = 0.323
- ΔE to the lowest compared entry with this formula, charge and spin (kcal per mole) = 58.6
- structure (SMILES) = O=C=[PH3]

XYZ file:
```
6
Properties=species:S:1:pos:R:3:forces:R:3
O -2.2994 0.1548 0.0820 1.603 -1.458 0.090
C -1.3137 -0.4872 0.1116 -4.740 0.182 -0.123
P 0.4579 0.2423 0.1061 0.330 -1.028 0.100
H 1.0170 -0.7841 0.9195 -0.087 0.381 -0.502
H 0.6798 -0.1864 -1.2194 -0.307 -0.413 0.245
H 1.4584 1.0605 0.0002 3.201 2.336 0.190
```
Positions in Å, forces in eV/Å.

Löwdin population analysis, charges in e, atoms 1 to 4: atom 1 (O): -0.041, atom 2 (C): -0.386, atom 3 (P): 0.721, atom 4 (H): -0.048


Entry 7:
2 unconnected molecules or ions with the total composition CH3OP in a non-equilibrium geometry, computed with wB97M-V/def2-TZVPD.

Summary:
- total charge = 0
- spin multiplicity = 3
- E_HOMO (spin up / spin down) (eV) = -7.60 / -10.29
- Kohn-Sham gap (spin up / spin down) (Ha) = 0.310 / 0.334
- ΔE to the lowest compared entry with this formula, charge and spin (kcal per mole) = 35.0
- expectation value of S² = 2.003

XYZ file:
```
6
Properties=species:S:1:pos:R:3:forces:R:3
C -0.6524 0.1363 0.1309 -1.601 -0.720 1.071
O -0.2515 -0.2795 -1.1546 -0.158 0.264 -1.565
P 0.4184 -1.3169 -0.0855 -0.397 -0.603 0.639
H -0.1769 1.0706 0.4132 -0.410 0.044 0.231
H -1.7802 -0.0510 0.3674 2.208 0.631 -0.417
H 2.4427 0.4405 0.3286 0.357 0.383 0.042
```
Positions in Å, forces in eV/Å.

Löwdin population analysis, charges in e, atoms 1 to 4: atom 1 (C): -0.485, atom 2 (O): -0.502, atom 3 (P): 0.800, atom 4 (H): 0.038


Entry 8:
CH3OPS in the gas phase in a non-equilibrium geometry, computed with wB97M-V/def2-TZVPD.

Summary:
- total charge = 0
- E_HOMO (spin up / spin down) (eV) = -9.42 / -8.00
- Kohn-Sham gap (spin up / spin down) (Ha) = 0.325 / 0.219
- ΔE to the lowest compared entry with this formula, charge and spin (kcal per mole) = 87.7

XYZ file:
```
7
Properties=species:S:1:pos:R:3:forces:R:3
C -0.0697 0.4360 -0.2034 0.227 3.891 -2.368
O 2.2981 -0.8102 0.0376 3.166 1.071 0.277
P 0.7604 -1.0229 -0.1637 -2.250 -1.745 0.424
S 3.2819 0.5389 -0.0101 -0.763 -0.618 -0.065
H 0.3952 1.2899 -0.8040 -0.385 -1.056 0.970
H -1.1422 0.5711 -0.2660 -0.115 -0.593 0.430
H 0.3808 -1.0846 1.1968 0.119 -0.949 0.332
```
Positions in Å, forces in eV/Å.

Löwdin population analysis, charges in e, atoms 1 to 4: atom 1 (C): -0.305, atom 2 (O): -0.997, atom 3 (P): 0.675, atom 4 (S): 0.615


Entry 9:
A molecular structure, CH3OPS in a non-equilibrium geometry, computed with wB97M-V/def2-TZVPD.

Summary:
- total charge = 0
- E_HOMO (spin up / spin down) (eV) = -8.72 / -8.72
- Kohn-Sham gap (spin up / spin down) (Ha) = 0.272 / 0.272
- ΔE to the lowest compared entry with this formula, charge and spin (kcal per mole) = 72.6

XYZ file:
```
7
Properties=species:S:1:pos:R:3:forces:R:3
C 0.7249 0.0378 -0.6791 -4.370 -0.683 1.577
O -1.5009 0.7423 0.7864 0.000 -0.882 -1.682
P 0.1233 0.7602 0.9169 0.973 0.173 1.659
S -1.6219 -0.5374 -0.4240 2.080 0.904 -0.128
H 0.7961 0.3840 -1.6616 -0.036 1.153 -1.151
H 1.2870 -0.8167 -0.4902 0.918 -1.578 0.141
H 0.1916 -0.5703 1.5516 0.436 0.914 -0.416
```
Positions in Å, forces in eV/Å.

Löwdin population analysis, charges in e, atoms 1 to 4: atom 1 (C): -0.286, atom 2 (O): -0.898, atom 3 (P): 0.633, atom 4 (S): 0.626


Entry 10:
A molecular structure, CH3OS, computed with wB97M-V/def2-TZVPD.

Summary:
- total charge = -1
- E_HOMO (eV) = -3.04
- Kohn-Sham gap (Ha) = 0.275
- ΔE to the lowest compared entry with this formula, charge and spin (kcal per mole) = 2.9

XYZ file:
```
6
Properties=species:S:1:pos:R:3:forces:R:3
S -1.3780 -0.6533 -0.7030 -0.140 -0.112 -0.065
H -1.9673 0.2126 0.1315 -0.012 -0.003 0.021
O 0.7551 1.3111 0.2822 -0.092 -0.121 -0.062
C 0.7058 0.0832 0.0962 0.599 0.380 0.296
H 0.6621 -0.5947 0.9687 -0.185 -0.052 -0.182
H 1.2223 -0.3589 -0.7756 -0.170 -0.092 -0.008
```
Positions in Å, forces in eV/Å.

Löwdin population analysis, charges in e, atoms 1 to 4: atom 1 (S): 0.107, atom 2 (H): -0.327, atom 3 (O): -0.228, atom 4 (C): -0.598